Formula: C6H11NO2
Source: OMol25
Level of theory: wB97M-V/def2-TZVPD

XYZ file:
```
20
Properties=species:S:1:pos:R:3:forces:R:3
C -2.0008 -1.6600 0.9214 -0.342 -1.313 0.871
C -1.6465 -0.7717 -0.0131 0.438 0.167 1.321
C -0.2656 -0.8953 -0.4857 1.525 0.973 1.203
C 0.4787 -0.8586 -1.6262 0.070 -0.637 -1.233
C 1.8504 -1.0684 -1.2935 0.169 0.523 2.120
C 1.9488 -1.0259 0.1037 -0.218 -0.075 -1.326
N 0.6818 -0.8963 0.5745 -1.113 -0.460 -0.194
H -1.5172 -2.6221 1.2931 0.128 1.334 -1.436
H -2.8603 -1.5767 1.5507 -0.820 0.726 -0.025
H -2.1180 0.2381 -0.0357 -0.136 -1.117 -0.518
H 0.0982 -0.7431 -2.6435 0.048 -0.226 0.470
H 2.7218 -1.2490 -1.8778 0.135 0.276 -0.763
H 2.7988 -0.9651 0.7781 -0.199 -0.331 -0.312
H 0.3653 -1.1170 1.5115 0.281 0.256 -0.144
O 0.8021 2.0828 1.6405 -0.148 0.129 -0.055
H 0.5915 2.8269 1.0686 0.177 0.205 0.172
H 0.6780 1.3088 1.0823 0.121 -0.337 -0.040
O -1.3818 3.1474 -0.6063 -0.125 0.352 -1.045
H -0.6623 2.5680 -0.3552 -0.329 -0.100 0.475
H -1.9466 3.4120 0.1198 0.338 -0.346 0.459
```
Forces are in eV/Å.

## Properties
- SMILES string: C=Cc1ccc[nH]1.O.O
- Lowest unoccupied orbital energy: 0.659 eV
- ΔE to the lowest compared entry with this formula, charge and spin: 2.4928 eV
- Multiplicity: 1
- Net charge: 0

natural (NBO) population analysis, charges in e, atoms 1 to 6: atom 1 (C): -0.373, atom 2 (C): -0.227, atom 3 (C): 0.057, atom 4 (C): -0.275, atom 5 (C): -0.300, atom 6 (C): -0.062


Formula: C6H11NO2
Source: OMol25
Level of theory: wB97M-V/def2-TZVPD

XYZ file:
```
20
Properties=species:S:1:pos:R:3:forces:R:3
C 2.4315 -0.3911 1.1287 -0.320 0.006 0.057
C 1.6874 0.1957 0.1953 -0.419 0.448 0.409
C 1.7525 1.6553 -0.1393 0.130 -0.009 -0.028
C 0.6760 -0.6061 -0.5370 0.897 -0.162 -2.663
O 0.1845 -0.2389 -1.6182 1.240 -0.334 1.603
H 2.3443 -1.4459 1.3418 -0.112 -0.157 0.006
H 3.0950 0.1740 1.7664 0.307 0.047 -0.179
H 1.0411 2.2226 0.4632 -0.081 0.044 -0.030
H 2.7443 2.0594 0.0532 0.009 0.010 0.034
H 1.5049 1.8024 -1.1890 -0.019 0.048 0.011
H 0.6843 -1.6774 -0.2773 -0.502 0.066 0.295
C -2.5790 -0.4607 -1.0894 1.482 0.706 -0.897
C -2.1765 -0.9037 0.2643 1.650 -0.186 0.334
N -1.1896 -0.0589 0.8219 -0.840 -0.192 0.300
O -2.3699 -1.9905 0.7623 -0.427 0.135 0.041
H -1.5189 -0.2973 -1.6297 -2.626 -0.672 0.744
H -3.2351 -1.1856 -1.5593 0.121 0.026 -0.116
H -3.0311 0.5271 -1.0694 -0.234 0.109 0.018
H -0.8520 -0.2972 1.7449 -0.269 0.107 -0.035
H -1.1941 0.9168 0.5665 0.013 -0.041 0.098
```
Forces are in eV/Å.

## Properties
- SMILES string: C=C(C)C=O.CC(N)=O
- Lowest unoccupied orbital energy: 0.234 eV
- ΔE to the lowest compared entry with this formula, charge and spin: 1.8575 eV
- Multiplicity: 1
- Net charge: 0

natural (NBO) population analysis, charges in e, atoms 1 to 6: atom 1 (C): -0.330, atom 2 (C): -0.106, atom 3 (C): -0.654, atom 4 (C): 0.420, atom 5 (O): -0.605, atom 6 (H): 0.202


Formula: C6H11NO4S
Source: OMol25
Level of theory: wB97M-V/def2-TZVPD

XYZ file:
```
23
Properties=species:S:1:pos:R:3:forces:R:3
C -3.7947 1.7199 -0.2173 -1.980 0.693 -1.415
C -2.5889 0.9823 0.3002 -0.233 -0.658 -0.402
O -2.3667 0.8078 1.4543 0.149 -0.013 1.093
S -1.4620 0.3296 -0.9491 -0.613 0.955 -0.800
C -0.4253 -0.7792 -0.0416 2.744 1.064 -0.846
O 0.8938 -0.7742 -0.6713 -2.342 0.629 0.832
C 1.9691 -0.3914 0.1710 -0.214 0.280 3.565
C 3.1861 -0.9740 -0.4428 -0.105 -1.048 -2.407
C 2.1074 1.1829 0.4797 -1.623 -2.066 -1.361
N -0.9515 -2.1971 -0.2672 -0.234 -0.210 0.794
O -0.1026 -3.0476 -0.3289 -0.299 -0.406 -0.015
O -2.1584 -2.3474 -0.3287 0.708 -0.009 0.080
H -4.7726 1.4758 0.2932 1.510 0.201 0.477
H -3.6087 2.8538 -0.0938 -0.383 -1.817 -0.587
H -4.1601 1.3731 -1.2624 1.471 1.074 1.213
H -0.2816 -0.4575 1.0121 -0.793 -0.833 -0.382
H 1.8546 -0.9306 1.2277 -0.197 1.016 -1.949
H 3.7957 -1.4628 0.2915 0.557 -0.038 0.239
H 2.8415 -1.7791 -1.2051 0.722 1.283 1.291
H 3.7268 -0.1977 -0.9981 0.203 -0.356 0.106
H 2.1741 1.6725 -0.4894 0.371 0.229 -0.001
H 2.9295 1.3868 1.1275 0.703 0.034 0.265
H 1.1947 1.5541 0.9385 -0.122 -0.004 0.212
```
Forces are in eV/Å.

## Properties
- SMILES string: CC(=O)S[C@H](OC(C)C)[N+](=O)[O-]
- Lowest unoccupied orbital energy: 0.121 eV
- ΔE to the lowest compared entry with this formula, charge and spin: 4.8279 eV
- Multiplicity: 1
- Net charge: 0

natural (NBO) population analysis, charges in e, atoms 1 to 6: atom 1 (C): -0.751, atom 2 (C): 0.441, atom 3 (O): -0.540, atom 4 (S): 0.231, atom 5 (C): -0.006, atom 6 (O): -0.525


Formula: C6H11NO5
Source: OMol25
Level of theory: wB97M-V/def2-TZVPD

XYZ file:
```
23
Properties=species:S:1:pos:R:3:forces:R:3
C -1.3104 -0.3935 -0.5035 0.540 0.225 2.891
C -0.7273 -0.0294 0.9192 4.565 -0.567 -5.082
C 0.7241 -0.7946 1.0836 -0.305 1.863 1.136
C 1.7861 -0.3719 0.0988 -0.546 -2.439 -0.394
C -2.7280 0.0279 -0.7005 0.536 2.629 -1.595
C 2.4902 0.9814 0.0664 -2.431 -1.807 -0.552
N -0.6089 -1.0482 -1.3152 0.607 0.097 0.078
O -0.6917 -1.5410 -2.4272 -0.361 -0.004 -0.361
O -0.6982 1.3474 1.0966 -1.364 -0.199 2.258
O 0.4818 -2.1780 1.1414 0.490 -1.175 -3.278
O -3.3640 0.7527 0.3420 3.723 1.795 0.707
O 2.5000 1.5892 -1.1811 -0.518 0.718 -0.876
H -1.3204 -0.5170 1.5466 -2.712 -1.282 3.290
H 1.1323 -0.5593 2.1159 -0.723 0.144 -0.790
H 2.0634 -1.3702 -0.4393 0.416 2.428 0.411
H -3.3709 -0.7652 -0.8375 -1.162 -1.961 -1.030
H -2.5876 0.6796 -1.6350 -1.015 -0.804 0.756
H 3.4560 0.9173 0.3779 3.016 -0.619 1.235
H 2.0133 1.6238 0.7568 -0.734 0.820 0.701
H -0.2710 1.8287 0.4246 1.047 0.464 -1.581
H 0.5983 -2.5620 0.1693 -0.541 1.163 2.998
H -2.5680 1.3719 0.6481 -2.729 -1.366 -0.329
H 3.0008 1.0101 -1.7477 0.202 -0.123 -0.592
```
Forces are in eV/Å.

## Properties
- Lowest unoccupied orbital energy (alpha / beta): -0.174 / -0.687 eV
- ΔE to the lowest compared entry with this formula, charge and spin: 3.6168 eV
- Multiplicity: 1
- Net charge: 0

natural (NBO) population analysis, charges in e, atoms 1 to 6: atom 1 (C): 0.076, atom 2 (C): 0.086, atom 3 (C): 0.012, atom 4 (C): -0.139, atom 5 (C): -0.111, atom 6 (C): -0.132


Formula: C6H11NS
Source: OMol25
Level of theory: wB97M-V/def2-TZVPD

XYZ file:
```
19
Properties=species:S:1:pos:R:3:forces:R:3
C -1.5830 1.2479 -0.1531 -1.757 1.009 -0.382
C -0.7253 0.0048 -0.0342 0.741 2.359 -0.861
C -1.3845 -1.2774 -0.0942 -1.491 -0.959 -0.428
C 0.7187 0.1614 -0.4685 0.457 -0.577 -0.012
C 1.6202 1.0832 0.3909 -1.310 -1.203 1.898
C 1.6371 -1.1539 -0.4108 0.053 3.230 0.043
H -1.1717 2.2063 0.1644 0.870 -0.174 -0.005
H -2.0254 1.4710 -1.1647 0.645 -0.593 0.695
H -2.4529 1.1971 0.5374 0.404 -0.515 -0.465
H -2.4611 -1.2966 -0.1449 -0.231 -0.081 -0.544
H -0.9063 -2.1470 -0.4704 0.539 -0.570 -0.379
H -0.1615 -1.1415 1.5331 0.520 -0.325 0.207
H 0.7530 0.6387 -1.4477 -0.098 -0.595 -0.390
H 1.2152 1.1376 1.4525 0.699 -0.073 -1.083
H 1.7034 2.0856 0.0314 0.464 0.524 -0.353
H 1.3183 -1.9100 0.2680 -0.134 -0.539 0.496
H 1.8570 -1.5114 -1.3838 0.174 -0.656 -0.723
N -0.9854 -0.7233 1.1505 0.049 0.024 2.427
S 3.0343 -0.0724 0.2440 -0.592 -0.287 -0.140
```
Forces are in eV/Å.

## Properties
- Lowest unoccupied orbital energy: 0.884 eV
- ΔE to the lowest compared entry with this formula, charge and spin: 1.6899 eV
- Multiplicity: 1
- Net charge: 0

natural (NBO) population analysis, charges in e, atoms 1 to 6: atom 1 (C): -0.622, atom 2 (C): 0.055, atom 3 (C): -0.250, atom 4 (C): -0.214, atom 5 (C): -0.507, atom 6 (C): -0.481


Formula: C6H11O10P2S
Source: OMol25
Level of theory: wB97M-V/def2-TZVPD

XYZ file:
```
30
Properties=species:S:1:pos:R:3:forces:R:3
C 0.1742 1.9632 2.3313 0.418 -0.473 0.095
C 1.3623 1.3458 2.4804 -0.412 0.230 0.111
C 2.1174 0.6261 1.3992 -0.072 -1.239 0.207
C 1.2312 -0.2354 0.4988 0.044 -0.173 1.054
O 1.5328 -0.0060 -0.8940 -0.187 -0.132 -0.239
S 2.4276 -1.1723 -1.5030 0.018 -0.833 -0.658
O 1.6970 -1.9853 -2.4106 -0.443 0.244 0.127
O 3.6773 -0.6800 -1.9541 0.236 0.289 0.704
O 2.5737 -2.0215 -0.1362 0.070 0.200 -0.597
C 1.4053 -1.7478 0.6345 -0.214 0.548 1.325
P -0.1050 -2.7834 0.2798 0.774 -1.746 -1.541
P -1.5425 -1.5125 -0.7637 -1.413 1.947 0.584
O -1.9785 -0.3987 0.0945 0.317 -0.257 0.751
O -2.7662 -2.4897 -1.1024 0.663 -0.491 -0.394
O -1.0703 -1.0328 -2.1696 0.505 -0.789 -0.047
H 0.0487 2.9545 2.7496 -0.642 -0.499 1.140
H -0.6598 1.5206 1.7984 0.296 0.653 -1.186
H 1.8502 1.4029 3.4505 0.734 1.107 -0.375
H 2.9238 0.0253 1.8275 0.039 -0.087 -0.026
H 2.6141 1.3682 0.7768 -0.087 0.194 -0.007
H 0.2034 -0.0385 0.7903 -0.272 0.464 -1.052
H 1.6631 -2.0080 1.6600 0.063 0.060 0.073
H -0.7391 -2.9188 1.5279 0.061 0.736 0.144
H -3.1322 -2.8052 -0.2715 -0.302 -0.026 0.091
H -0.7651 -0.1028 -2.1085 -0.593 0.340 -0.242
C -2.6291 2.8266 -1.9074 0.280 0.023 -0.018
O -1.9583 1.7901 -2.1541 0.271 -0.183 -0.111
O -3.9407 2.5322 -1.4553 0.264 -0.138 -0.139
O -2.3305 4.0161 -1.9924 -0.141 -0.008 0.058
H -3.8850 1.5668 -1.4768 -0.275 0.038 0.165
```
Forces are in eV/Å.

## Properties
- Lowest unoccupied orbital energy: 2.373 eV
- Multiplicity: 1
- Net charge: -1

natural (NBO) population analysis, charges in e, atoms 1 to 6: atom 1 (C): -0.377, atom 2 (C): -0.202, atom 3 (C): -0.475, atom 4 (C): 0.041, atom 5 (O): -0.683, atom 6 (S): 2.543


Number 1: E -11983.7755 eV. Number 2: E -11984.4108 eV. Number 3: E -26911.4760 eV. Number 4: E -18121.0018 eV. Number 5: E -18723.8045 eV. Number 6: E -56289.8593 eV.